{"formula": "C24H42FeN6", "method": "ωB97M-V/def2-TZVPD", "species": ["Fe", "N", "N", "N", "N", "N", "N", "C", "C", "C", "C", "C", "C", "C", "C", "C", "C", "C", "C", "C", "C", "C", "C", "C", "C", "C", "C", "C", "C", "C", "C", "H", "H", "H", "H", "H", "H", "H", "H", "H", "H", "H", "H", "H", "H", "H", "H", "H", "H", "H", "H", "H", "H", "H", "H", "H", "H", "H", "H", "H", "H", "H", "H", "H", "H", "H", "H", "H", "H", "H", "H", "H", "H"], "positions_angstrom": [[-13.2382, -25.5639, 6.9492], [-14.4925, -24.6870, 8.4004], [-12.7340, -27.2082, 8.3014], [-13.5432, -23.9856, 5.6164], [-12.0496, -26.3632, 5.3672], [-11.5463, -24.6527, 7.7540], [-15.0570, -26.4622, 6.3195], [-11.4671, -26.9584, 4.5633], [-17.3106, -27.6963, 5.7847], [-16.3450, -23.2291, 9.7259], [-12.4533, -20.2879, 4.9073], [-10.6350, -24.4442, 8.4016], [-13.3472, -31.1432, 8.7893], [-16.0581, -26.9934, 6.0246], [-8.5255, -23.0051, 8.7851], [-17.0105, -29.8106, 7.2340], [-8.6116, -28.0788, 2.2468], [-10.7158, -27.7598, 3.5958], [-9.4636, -24.2010, 9.2196], [-12.4908, -28.0849, 9.0270], [-17.8772, -28.5379, 6.9703], [-13.4696, -23.2423, 4.7208], [-13.5953, -20.8532, 4.0068], [-12.3138, -29.1698, 9.9413], [-18.5627, -24.4187, 8.9200], [-9.2833, -27.2735, 3.3935], [-15.2837, -24.0330, 8.9857], [-9.2648, -21.6897, 8.6360], [-12.1075, -30.4996, 9.3062], [-13.4234, -22.3049, 3.6170], [-17.6961, -23.1193, 8.9914], [-15.9926, -29.4919, 7.4587], [-17.4450, -30.3966, 8.0438], [-11.3801, -30.3136, 8.5160], [-11.5323, -19.9557, 4.4281], [-9.2369, -28.0315, 1.3552], [-13.1147, -32.0879, 8.2979], [-7.6698, -27.5896, 1.9983], [-18.0756, -25.0149, 8.1485], [-9.5935, -21.2361, 9.5710], [-14.1498, -22.5293, 2.8359], [-14.5570, -20.7314, 4.5052], [-14.1311, -31.2905, 9.5322], [-7.7412, -22.9614, 9.5408], [-18.9282, -28.7251, 6.7503], [-18.2365, -22.2877, 9.4436], [-18.0406, -26.8904, 5.7097], [-8.0926, -23.2635, 7.8187], [-11.2377, -27.7260, 2.6395], [-16.6060, -23.6862, 10.6803], [-13.8168, -30.4756, 8.0669], [-11.6135, -31.1936, 9.9863], [-9.7832, -24.1295, 10.2593], [-13.1734, -29.1524, 10.6114], [-17.4228, -28.2520, 4.8537], [-11.3621, -28.9204, 10.4104], [-12.7672, -19.4535, 5.5343], [-8.7175, -27.2759, 4.3252], [-10.7348, -28.8349, 3.7746], [-8.8423, -25.0933, 9.1417], [-8.5636, -20.9636, 8.2246], [-12.1098, -20.9952, 5.6621], [-19.5438, -24.2516, 8.4753], [-15.9875, -22.2191, 9.9267], [-17.4589, -22.8579, 7.9602], [-13.6846, -20.2259, 3.1200], [-12.4507, -22.4725, 3.1546], [-10.1126, -21.7551, 7.9540], [-9.3225, -26.2056, 3.1785], [-18.6060, -25.0394, 9.8149], [-17.7023, -28.0092, 7.9073], [-8.4263, -29.0663, 2.6694], [-17.0669, -30.5183, 6.4069]], "forces_ev_per_a": [[-2.80, -1.39, -0.55], [-1.75, 2.08, 1.50], [0.59, -1.07, 0.79], [0.47, 1.57, -1.68], [0.71, -0.74, -0.70], [-0.80, -0.19, -0.48], [5.69, 2.70, 1.86], [-0.58, -0.20, 0.97], [-0.68, 0.69, 1.41], [-0.12, -0.75, -0.40], [-0.16, -0.15, 0.55], [1.06, 0.54, 0.53], [-0.84, 0.16, -0.81], [-3.52, -2.47, -1.95], [-1.29, -0.53, 0.04], [-1.46, 0.03, -0.57], [-0.09, 1.11, 1.31], [-0.06, -0.01, -0.57], [1.05, 0.25, -0.06], [-1.30, 1.97, -2.12], [1.79, -0.90, 0.11], [-0.75, -1.38, 1.82], [0.65, 1.33, 1.05], [0.52, 0.50, 0.98], [1.17, 0.29, -0.85], [0.22, 0.63, -0.41], [0.82, -1.05, -0.55], [0.45, 0.59, 0.10], [0.77, -1.01, -0.50], [0.46, 0.04, -0.80], [-0.41, -0.62, -0.62], [0.03, -0.25, -0.04], [0.24, 0.26, 0.40], [0.02, -0.41, -0.30], [-0.27, -0.12, -0.59], [0.01, -0.48, 0.07], [-0.18, 0.04, 0.06], [0.07, -0.26, 0.03], [0.14, -0.46, 0.07], [-0.14, -0.33, 0.13], [-0.20, -0.52, 0.24], [0.03, -0.07, 0.18], [0.28, -0.22, 0.32], [0.01, 0.04, -0.15], [0.04, -0.23, 0.35], [0.05, -0.06, 0.03], [-0.06, 0.35, -0.33], [0.18, -0.11, 0.12], [-0.20, 0.45, -0.11], [0.73, -0.28, 0.14], [-0.05, -0.10, -0.39], [0.05, 0.32, 0.32], [-0.09, 0.18, 0.01], [0.21, 0.07, 0.41], [0.51, -0.12, -0.19], [-0.20, 0.11, 0.82], [-0.34, 0.18, -0.36], [0.07, -0.58, 0.04], [-0.16, 0.04, 0.85], [-0.14, -0.28, 0.09], [-0.08, 0.06, -0.17], [-0.15, -0.51, -0.03], [-0.09, 0.32, 0.52], [0.39, -0.15, -0.10], [-0.30, 0.34, -0.06], [0.14, -0.29, -0.19], [0.21, 0.08, -0.10], [-0.03, -0.07, -0.02], [-0.05, 0.09, -0.44], [-0.16, 0.38, 0.16], [-0.76, 0.63, -0.13], [0.00, -0.22, -0.72], [0.45, 0.19, -0.33]], "homo_ev": [-7.773, -14.965], "homo_lumo_gap_ev": [3.334, 6.908], "s_squared": 12.01, "multiplicity": 7, "total_charge": 2}